{
  "formula": "C7H14",
  "method": "the ωB97M-V functional and the def2-TZVPD basis",
  "de_lowest_kj_mol": 106.35,
  "lumo_energy_ha": 0.044,
  "homo_lumo_gap_ha": 0.41446,
  "e_homo_ev": -10.0888,
  "charge": 0,
  "species": ["C", "C", "C", "C", "C", "C", "C", "H", "H", "H", "H", "H", "H", "H", "H", "H", "H", "H", "H", "H", "H"],
  "positions_angstrom": [[-1.296058, 1.377126, 0.036698], [-1.309213, -0.109352, 0.442388], [-2.009369, -0.922668, -0.649859], [0.078067, -0.756440, 0.747449], [1.307742, 0.122947, 0.646189], [2.568237, -0.430711, 0.039234], [1.788644, 0.629242, -0.685984], [-1.312589, 1.492796, -1.053769], [-2.183565, 1.886855, 0.426177], [-0.418191, 1.912053, 0.403523], [-1.911164, -0.188123, 1.356689], [-2.969676, -0.480461, -0.937168], [-1.374385, -0.947360, -1.545089], [-2.185063, -1.958608, -0.337780], [0.055346, -1.193921, 1.754348], [0.220711, -1.607852, 0.068404], [1.456162, 0.805520, 1.481384], [3.525001, -0.162170, 0.476359], [2.527476, -1.441026, -0.361231], [1.239666, 0.338506, -1.578397], [2.202229, 1.633655, -0.729572]],
  "forces_ev_per_a": [[0.04, 0.06, 0.00], [-0.03, -0.01, 0.02], [-0.06, -0.05, -0.05], [0.05, -0.03, -0.03], [-0.08, 0.04, 0.05], [0.14, -0.11, 0.04], [-0.04, 0.12, -0.11], [0.09, -0.04, 0.14], [0.08, -0.09, -0.09], [-0.12, -0.04, 0.05], [0.10, 0.01, -0.12], [0.08, -0.06, 0.09], [-0.11, 0.01, 0.09], [0.02, 0.14, -0.03], [0.01, 0.05, -0.16], [-0.02, 0.13, 0.03], [-0.02, -0.06, -0.14], [-0.15, -0.02, -0.06], [-0.01, 0.16, 0.10], [0.05, 0.00, 0.17], [-0.06, -0.18, 0.00]]
}

=====

{
  "formula": "C44H66BCl3F6N10O7PRuS5",
  "method": "the ωB97M-V functional and the def2-TZVPD basis",
  "multiplicity": 2,
  "de_lowest_kj_mol": 441.74,
  "lumo_energy_ha": [-0.074, -0.047],
  "homo_lumo_gap_ha": [0.21370, 0.24602],
  "e_homo_ev": [-7.8400, -7.9818],
  "s_squared": 0.79,
  "charge": 0,
  "species": ["Ru", "C", "C", "C", "C", "N", "C", "C", "N", "B", "N", "C", "C", "N", "C", "S", "C", "C", "C", "C", "N", "C", "C", "N", "C", "S", "C", "C", "C", "C", "C", "S", "H", "H", "H", "H", "H", "H", "H", "H", "H", "H", "H", "H", "H", "H", "H", "H", "H", "H", "H", "H", "H", "H", "H", "H", "H", "H", "H", "H", "H", "H", "H", "H", "H", "H", "C", "C", "C", "C", "C", "O", "C", "C", "C", "C", "C", "C", "Cl", "C", "C", "C", "N", "C", "N", "C", "N", "H", "H", "H", "H", "H", "H", "H", "H", "H", "H", "H", "H", "H", "H", "H", "H", "H", "H", "H", "H", "H", "H", "Cl", "C", "Cl", "C", "O", "O", "H", "F", "C", "F", "F", "S", "O", "O", "N", "S", "O", "O", "C", "F", "F", "F", "C", "P", "C", "C", "H", "H", "H", "H", "H", "H", "H", "H", "H"],
  "positions_angstrom": [[0.350299, 0.754235, 1.194274], [-5.865301, -1.449165, -0.945926], [-4.552401, -0.679865, -1.153026], [-4.667101, 0.300135, -2.327926], [-3.448901, -1.691665, -1.443526], [-4.315201, 0.104135, 0.064974], [-5.236201, 1.042635, 0.464474], [-4.863201, 1.505735, 1.674574], [-3.715401, 0.863035, 2.041274], [-3.121101, 1.043035, 3.452874], [-2.235801, -0.139365, 3.914074], [-2.810001, -1.270165, 4.425574], [-1.866501, -1.957365, 5.098874], [-0.680501, -1.264065, 5.008374], [-0.924601, -0.161565, 4.241974], [0.208699, 0.999835, 3.712074], [0.414899, -1.543065, 5.955374], [0.798599, -3.026265, 5.909074], [-0.139001, -1.200865, 7.347074], [1.667599, -0.714465, 5.693474], [-2.384001, 2.381135, 3.587374], [-2.315101, 3.013135, 4.796474], [-1.826301, 4.255335, 4.596474], [-1.585401, 4.404735, 3.256474], [-1.890901, 3.223535, 2.656674], [-1.669201, 2.790135, 1.024474], [-1.370701, 5.707335, 2.606674], [-1.108601, 6.779335, 3.665474], [-0.178201, 5.664435, 1.662974], [-2.667601, 6.035235, 1.859474], [-3.371001, 0.033435, 1.039574], [-1.952001, -0.893065, 1.056474], [-6.070401, -2.071565, -1.812426], [-6.705901, -0.776865, -0.797026], [-5.778001, -2.092565, -0.073126], [-4.650701, -0.245765, -3.266326], [-3.834201, 0.999435, -2.319626], [-5.590701, 0.870335, -2.288126], [-3.725501, -2.260265, -2.328826], [-3.331501, -2.379565, -0.612326], [-2.496801, -1.201365, -1.618926], [-6.074801, 1.313335, -0.137326], [-5.325501, 2.240135, 2.300074], [-4.053701, 1.076335, 4.202974], [-3.845801, -1.490465, 4.266274], [-1.961901, -2.870465, 5.644374], [-0.066001, -3.681465, 5.890374], [1.372599, -3.260765, 6.800874], [1.420199, -3.245465, 5.045774], [-0.944201, -1.878065, 7.621674], [-0.521001, -0.182965, 7.357374], [0.647299, -1.277865, 8.091774], [2.021199, -0.824165, 4.671374], [2.454099, -1.056265, 6.362174], [1.494099, 0.339535, 5.885474], [-2.621501, 2.530835, 5.700474], [-1.633901, 5.019335, 5.314874], [-0.236701, 6.528535, 4.263774], [-1.971701, 6.925335, 4.310974], [-0.904801, 7.721735, 3.164774], [0.729699, 5.433535, 2.212274], [-0.052101, 6.633835, 1.188374], [-0.310701, 4.919435, 0.885074], [-3.502601, 6.048535, 2.559574], [-2.856301, 5.290835, 1.089774], [-2.589201, 7.011035, 1.388974], [-0.796601, -2.632365, -7.299126], [-1.085001, -1.297965, -6.600326], [-2.589201, -1.249265, -6.305426], [-0.744701, -0.179765, -7.596826], [-0.157701, -1.154665, -5.326626], [1.174499, -1.077965, -5.777626], [-0.369301, -2.280465, -4.282526], [0.462799, -3.567465, -4.427626], [1.886799, -3.592065, -3.907926], [2.523999, -4.830965, -3.848626], [3.807699, -4.958565, -3.354626], [4.478999, -3.832165, -2.896526], [6.061999, -3.966765, -2.217326], [3.881999, -2.586265, -2.978826], [2.598099, -2.474865, -3.490226], [-0.470501, 0.231435, -4.678626], [0.069599, 0.414435, -3.361426], [-0.592401, 0.664135, -2.225126], [0.249899, 0.674735, -1.211626], [1.452999, 0.431835, -1.783226], [1.364299, 0.280135, -3.080026], [-1.296901, -2.647165, -8.265526], [-1.172001, -3.469465, -6.715926], [0.269899, -2.746465, -7.476126], [-3.116801, -1.506665, -7.221526], [-2.923501, -0.259265, -6.003426], [-2.884101, -1.969265, -5.544726], [-1.148801, -0.433365, -8.573826], [0.332999, -0.076065, -7.685926], [-1.169301, 0.774435, -7.296726], [1.643299, -1.896065, -5.584426], [-1.421201, -2.568465, -4.312526], [-0.187501, -1.887765, -3.282826], [0.480799, -3.891265, -5.468726], [-0.078401, -4.343565, -3.876626], [2.005099, -5.712465, -4.198326], [4.289999, -5.922265, -3.321326], [4.421199, -1.710565, -2.648826], [2.184199, -1.482165, -3.560326], [-1.545701, 0.377935, -4.600426], [-0.034901, 0.981035, -5.339826], [-1.642401, 0.852935, -2.166826], [2.379999, 0.352935, -1.243626], [3.495799, 2.747435, -1.394626], [2.328999, 3.901635, -0.748526], [0.761099, 3.711535, -1.510426], [2.148199, 3.701235, 0.844174], [2.633899, 4.589935, 1.503074], [1.455299, 2.726435, 1.158274], [2.682799, 4.914935, -0.950226], [4.765299, -1.029865, 3.098674], [5.017799, 0.264935, 2.881774], [4.414099, 0.932835, 3.875974], [6.314699, 0.474335, 3.024874], [4.115099, 0.918535, 1.347074], [2.772699, 0.507135, 1.695374], [4.441299, 2.303135, 1.347274], [4.506899, 0.201335, 0.004574], [6.023599, -0.155965, -0.260826], [6.175699, -0.690465, -1.574826], [6.556499, -0.889965, 0.843874], [6.967699, 1.471935, -0.269826], [8.175599, 1.302335, -0.812426], [6.342399, 2.403335, -0.982226], [7.138699, 1.922635, 0.967674], [2.860299, -2.322465, 0.852274], [1.109199, -1.796565, 0.883174], [0.441699, -3.004465, 2.104074], [0.569799, -2.621265, -0.669126], [2.943299, -3.314165, 0.408174], [3.255599, -2.336565, 1.862974], [3.453699, -1.613465, 0.279074], [0.856399, -3.991265, 1.900774], [-0.643801, -3.032465, 2.051174], [0.719099, -2.683765, 3.103274], [0.737999, -3.692865, -0.579226], [1.185699, -2.236765, -1.477826], [-0.480401, -2.431265, -0.870926]],
  "forces_ev_per_a": [[-2.39, -0.08, -0.55], [0.19, 0.11, -0.03], [-0.12, -0.43, -0.63], [0.02, -0.12, 0.15], [-0.10, 0.11, 0.03], [0.32, 0.39, 0.69], [-0.22, 0.41, 0.35], [-0.29, -0.02, -0.24], [-0.28, -0.55, -0.48], [0.46, 0.16, -0.25], [0.49, -0.21, 0.53], [0.05, -0.30, 0.18], [-0.48, -0.15, -0.08], [-0.62, 0.30, -0.64], [-0.15, 0.14, -0.19], [0.88, 0.26, -1.57], [0.62, -0.09, 0.62], [-0.10, 0.17, -0.10], [0.07, -0.04, -0.16], [-0.03, -0.06, 0.00], [-0.12, 0.53, -0.06], [0.01, 0.42, 0.27], [-0.23, -0.33, 0.56], [-0.02, -0.79, 0.22], [-0.17, -0.29, -0.30], [0.88, -0.78, -0.55], [0.05, 0.73, -0.64], [-0.10, -0.23, -0.06], [-0.01, -0.12, 0.12], [0.12, -0.03, 0.12], [0.10, 0.28, 0.34], [1.97, 0.18, -0.07], [-0.02, -0.04, -0.12], [-0.09, 0.03, 0.00], [-0.02, -0.08, 0.08], [-0.04, -0.10, -0.12], [0.06, 0.08, -0.01], [-0.08, 0.11, -0.01], [-0.11, 0.02, -0.12], [0.06, -0.12, -0.03], [0.10, -0.07, -0.04], [-0.22, 0.03, -0.12], [-0.09, 0.14, 0.14], [-0.16, 0.00, 0.14], [-0.18, -0.06, 0.04], [0.00, -0.17, 0.13], [-0.09, -0.13, 0.02], [0.08, -0.01, 0.07], [0.04, -0.04, -0.11], [-0.09, -0.05, 0.08], [-0.04, 0.13, 0.01], [0.12, -0.04, 0.07], [0.05, 0.03, -0.02], [0.01, -0.14, 0.15], [0.10, 0.03, -0.01], [-0.07, -0.08, 0.22], [0.03, 0.20, 0.11], [0.11, 0.00, 0.10], [-0.07, 0.06, 0.12], [0.00, 0.02, -0.10], [0.08, -0.03, 0.00], [-0.04, 0.18, 0.00], [0.04, 0.03, 0.00], [-0.13, 0.02, 0.02], [-0.04, -0.03, -0.09], [0.02, 0.12, -0.06], [-0.01, 0.21, 0.16], [0.12, -0.04, -0.07], [0.27, -0.01, 0.03], [0.04, -0.13, 0.17], [-0.68, 0.11, 0.27], [0.23, -0.02, -0.07], [0.15, 0.01, -0.22], [-0.12, 0.05, -0.03], [0.08, -0.03, -0.01], [0.03, 0.09, 0.02], [0.10, 0.03, 0.06], [-0.19, 0.16, -0.04], [0.10, -0.16, 0.00], [0.17, -0.15, 0.04], [0.00, -0.13, -0.10], [0.19, -0.33, -0.82], [-0.27, 0.37, 1.04], [-0.03, -0.01, 0.25], [0.48, -0.22, 1.54], [-0.34, -0.09, -0.39], [0.85, 0.05, -0.37], [-0.06, -0.03, -0.06], [0.01, -0.17, 0.02], [0.10, -0.11, -0.03], [-0.14, 0.01, -0.05], [-0.07, 0.09, 0.04], [-0.09, -0.07, 0.06], [-0.08, 0.05, -0.11], [0.06, 0.05, -0.09], [-0.04, 0.17, 0.02], [0.07, 0.05, 0.01], [0.01, 0.03, 0.06], [-0.01, -0.01, 0.04], [-0.08, -0.08, 0.01], [0.01, -0.02, -0.12], [-0.07, -0.12, -0.01], [0.06, -0.11, 0.04], [0.07, 0.07, 0.04], [-0.05, -0.09, -0.02], [0.02, 0.07, 0.03], [-0.12, 0.07, 0.09], [-0.31, 0.02, -0.01], [0.10, 0.03, 0.03], [-0.12, 0.44, -0.48], [0.38, 0.21, 1.22], [-0.60, 0.25, -0.63], [0.65, 1.17, -2.58], [0.27, 0.33, 0.75], [-1.35, -2.26, 1.15], [-0.02, -0.33, 0.05], [0.02, -0.25, -0.27], [-0.15, -0.01, 0.58], [-0.19, 0.21, 0.11], [-0.19, 0.15, -0.30], [0.30, 0.37, 0.58], [-0.22, -0.39, 0.01], [0.11, 0.05, 0.39], [0.22, -0.11, 0.03], [0.51, 0.02, -0.05], [-0.18, 0.22, -0.37], [0.44, -0.15, 0.10], [0.13, 0.14, -0.10], [0.01, -0.36, -0.01], [-0.10, -0.16, -0.04], [0.04, -0.07, 0.01], [-0.15, 0.46, 0.11], [-0.06, -0.25, 0.00], [-0.08, 0.64, -0.02], [-0.11, 0.59, 0.20], [-0.16, -0.05, 0.00], [0.05, 0.02, 0.09], [-0.04, -0.14, -0.05], [0.05, 0.03, -0.06], [-0.08, -0.06, 0.00], [0.06, -0.01, 0.11], [0.07, -0.06, 0.06], [-0.04, -0.04, -0.10], [-0.12, 0.05, -0.06]]
}

=====

{
  "formula": "C4H4BrF2N2",
  "method": "the ωB97M-V functional and the def2-TZVPD basis",
  "lumo_energy_ha": [-0.257, -0.303],
  "homo_lumo_gap_ha": [0.18860, 0.13182],
  "e_homo_ev": [-12.1206, -11.8219],
  "charge": 1,
  "species": ["C", "C", "C", "C", "N", "N", "F", "F", "Br", "H", "H", "H", "H"],
  "positions_angstrom": [[-2.144471, -0.801031, -0.583403], [-2.828827, 0.204394, 0.016133], [-0.729352, 0.313290, 0.759417], [3.330794, 1.387596, 0.245724], [-1.921154, 0.872543, 0.839571], [-0.805458, -0.666218, -0.175926], [2.767271, 2.116207, -0.602833], [4.621425, 1.339646, 0.169137], [-4.552164, 0.767600, 0.013618], [-2.544945, -1.457188, -1.369555], [2.660043, 0.607364, 0.701625], [-2.065077, 1.709036, 1.507011], [-0.087138, -1.373267, -0.500708]],
  "forces_ev_per_a": [[-0.70, 0.49, -0.88], [0.90, -0.16, 0.48], [2.74, -0.31, -0.34], [0.96, -1.12, -1.34], [-0.08, 1.35, 1.29], [-0.73, -1.25, -0.39], [0.38, 0.36, 0.41], [-2.45, 0.14, 0.57], [-1.07, 0.08, -0.26], [0.58, 0.21, 0.67], [0.78, 0.66, 0.48], [-0.15, -2.11, -1.76], [-1.16, 1.66, 1.06]]
}

=====

{
  "formula": "C2H5N2O2",
  "method": "the ωB97M-V functional and the def2-TZVPD basis",
  "de_lowest_kj_mol": 115.37,
  "lumo_energy_ha": 0.154,
  "homo_lumo_gap_ha": 0.31244,
  "e_homo_ev": -4.2993,
  "charge": -1,
  "species": ["N", "C", "N", "H", "H", "H", "H", "O", "C", "O", "H"],
  "positions_angstrom": [[0.638913, -0.351567, -0.461839], [1.975750, -0.203565, -0.099714], [2.936116, -1.030301, -0.359558], [0.319434, -1.305868, -0.553085], [0.087158, 0.499571, -0.193795], [2.241648, 0.667828, 0.404190], [3.628628, -1.037645, 0.360185], [-1.211449, 1.141160, 1.006368], [-2.142623, 0.681851, 0.277753], [-2.195583, -0.312496, -0.505481], [-3.044569, 1.350163, 0.656956]],
  "forces_ev_per_a": [[3.45, 1.78, 0.47], [-1.26, -2.15, -1.31], [-1.65, -1.42, -0.27], [-0.48, 0.60, -0.17], [-0.32, -1.86, 0.05], [-0.25, 1.91, 1.20], [0.94, 0.87, 0.06], [0.76, -0.53, -1.10], [-0.94, 0.03, 1.50], [-0.14, 2.07, 1.19], [-0.11, -1.31, -1.62]]
}

=====

{
  "formula": "C11H14O2",
  "method": "the ωB97M-V functional and the def2-TZVPD basis",
  "de_lowest_kj_mol": 308.91,
  "lumo_energy_ha": 0.030,
  "homo_lumo_gap_ha": 0.29692,
  "e_homo_ev": -7.2607,
  "charge": 0,
  "species": ["C", "C", "C", "C", "C", "C", "C", "C", "C", "O", "C", "C", "O", "H", "H", "H", "H", "H", "H", "H", "H", "H", "H", "H", "H", "H", "H"],
  "positions_angstrom": [[3.340387, -1.644888, 0.517249], [2.929040, -0.180296, 0.401970], [2.150816, 0.211726, -0.910832], [0.735781, 0.353625, -0.505948], [-0.142432, -0.734172, -0.568841], [-1.445350, -0.664052, -0.141941], [-2.092122, 0.731958, 0.060164], [-1.369771, 1.809118, -0.029176], [0.047096, 1.557338, -0.123852], [0.549219, 2.805200, 0.047559], [-3.541578, 0.364877, 0.494360], [-3.693885, -0.996888, -0.184905], [-2.411144, -1.651490, -0.120676], [3.783972, -1.841608, 1.540773], [2.513514, -2.374961, 0.573973], [4.021019, -1.940105, -0.339643], [2.322475, 0.071555, 1.310536], [3.716388, 0.526252, 0.468644], [2.442278, -0.400806, -1.810673], [2.475219, 1.188855, -1.169667], [0.161150, -1.803747, -0.785556], [-1.648275, 2.894162, 0.102099], [1.420739, 2.775839, 0.381978], [-3.738395, 0.441322, 1.620711], [-4.167132, 1.025890, 0.153315], [-4.288036, -1.742210, 0.186443], [-4.070963, -0.782495, -1.168054]],
  "forces_ev_per_a": [[0.84, -0.67, 0.55], [-1.23, -0.40, 0.15], [0.80, -0.18, 1.33], [-3.09, 1.90, -0.37], [-1.18, -3.28, 0.78], [-1.46, 3.98, -0.70], [-2.11, -6.84, 1.05], [2.24, 1.34, 0.41], [-0.14, -0.11, -1.42], [1.13, 0.90, -0.45], [3.50, -2.37, 2.53], [1.47, 1.23, 0.33], [1.00, 0.84, -0.53], [0.25, 0.38, -1.30], [-0.12, 0.63, -0.61], [-0.58, 0.17, 1.22], [0.09, -0.21, -0.89], [1.49, 0.13, 0.12], [-0.91, 0.12, 1.09], [0.52, 1.06, -0.35], [0.21, 1.48, -0.07], [0.06, -1.58, -0.09], [1.66, 0.04, 0.40], [0.87, -0.64, -1.27], [-3.75, 3.56, -2.36], [-2.08, -1.29, 1.53], [0.52, -0.15, -1.09]]
}

=====

{
  "formula": "C2H3N5O",
  "method": "the ωB97M-V functional and the def2-TZVPD basis",
  "de_lowest_kj_mol": 338.80,
  "lumo_energy_ha": 0.007,
  "homo_lumo_gap_ha": 0.37462,
  "e_homo_ev": -9.9901,
  "charge": 0,
  "species": ["O", "N", "C", "N", "N", "C", "N", "N", "H", "H", "H"],
  "positions_angstrom": [[-0.471681, 2.597670, -1.510176], [-0.718252, 1.582789, -0.622289], [0.261380, 0.773481, -0.648129], [0.248765, -0.413803, 0.091704], [-0.662465, -0.786098, 0.981466], [-0.156643, -1.900045, 1.436664], [1.029218, -2.212124, 0.839875], [1.258444, -1.264508, -0.009994], [-1.227834, 3.225159, -1.374949], [1.120182, 0.915602, -1.326777], [-0.681114, -2.518122, 2.142605]],
  "forces_ev_per_a": [[-1.01, 1.39, -0.07], [0.54, -0.88, 0.38], [-0.27, 0.60, -0.93], [-0.02, -0.16, 0.36], [-0.25, 0.61, -0.13], [0.22, -0.27, -0.37], [-0.26, -0.01, -0.04], [0.23, -0.06, 0.25], [0.99, -0.89, -0.17], [-0.38, -0.28, 0.58], [0.19, -0.04, 0.14]]
}